[1]
ORCA calculation (ωB97M-V with the def2-TZVPD basis set) on a cluster of 5 separate species, C30H33FN6O10 in total.

XYZ file:
```
80
Properties=species:S:1:pos:R:3:forces:R:3:mulliken_charge:R:1
H -2.958 6.023 -1.568 0.05 -0.02 -0.06 0.48
N -2.169 4.657 -3.715 0.01 -0.06 0.04 1.01
O -5.642 -2.634 -2.315 0.01 0.03 0.04 -0.61
H 4.388 -4.311 1.706 -0.02 0.06 0.03 0.41
C 4.049 4.428 0.143 -0.32 0.36 0.19 -0.44
H -5.290 6.362 -0.805 0.01 0.00 0.01 0.38
H -6.704 4.030 -4.107 0.00 -0.01 -0.01 0.37
C 0.775 4.835 2.320 -0.10 0.23 -0.01 0.74
N 3.605 3.083 0.532 0.65 -0.25 -0.15 -0.30
H 3.838 5.528 2.029 0.00 -0.07 -0.07 0.28
H -3.112 -7.976 -3.064 0.01 0.00 0.00 0.39
H 1.086 3.278 3.577 -0.25 0.05 0.03 0.27
H 4.861 6.291 0.816 0.04 -0.07 0.05 0.34
H -4.371 3.699 -4.869 0.08 0.01 0.01 0.46
H -0.153 5.777 -0.494 -0.12 -0.10 -0.01 0.28
C 0.029 -3.634 0.317 -0.01 0.08 0.03 -0.32
C 5.081 -4.526 2.505 -0.05 -0.06 -0.09 -0.17
H 0.423 4.173 -0.097 -0.13 -0.01 0.04 0.26
H 7.115 -6.970 3.659 0.01 0.00 0.00 0.38
H -5.947 -5.410 -4.994 -0.02 0.07 0.03 0.45
H 3.220 4.926 -0.373 0.04 -0.07 0.09 0.21
C 6.861 -5.052 4.581 -0.02 -0.04 -0.06 -0.41
O -0.803 -5.623 -0.496 0.05 0.01 0.05 -0.61
H 2.057 -3.477 0.996 -0.03 -0.05 -0.01 0.47
N 0.163 -5.058 -0.016 0.01 -0.01 -0.04 0.97
H -7.159 5.367 -2.080 0.00 -0.01 0.01 0.38
N 0.810 3.404 2.606 0.54 -0.02 0.12 -0.18
C -3.492 -6.108 -2.088 -0.08 -0.09 -0.05 -0.23
H 5.460 4.903 1.738 -0.04 0.00 -0.03 0.32
C -3.666 -7.048 -3.095 -0.02 0.03 -0.02 -0.57
C -6.140 5.219 -2.411 0.02 0.00 -0.01 -0.42
H 1.635 5.153 1.717 -0.01 -0.10 0.13 -0.15
H 1.836 -1.088 1.564 0.00 0.02 0.00 0.60
H -4.085 -4.178 -1.349 -0.07 0.05 -0.02 0.50
C -4.584 4.280 -3.985 -0.08 -0.07 -0.09 -0.44
C 0.991 -1.623 1.159 -0.06 0.10 0.00 -0.66
H -2.015 -3.551 -0.317 0.04 -0.06 -0.01 0.44
C -5.261 -5.616 -4.188 -0.04 -0.07 -0.11 -0.45
O 4.890 -1.476 4.294 0.02 0.04 0.03 -0.61
H 6.400 -3.069 5.274 -0.06 0.05 -0.03 0.45
H 4.435 2.516 0.680 -0.14 -0.11 0.15 0.27
C -0.500 5.236 1.598 0.48 0.24 -0.24 -0.65
C -5.076 -4.695 -3.173 0.04 -0.07 0.01 0.15
H -0.563 6.324 1.704 -0.28 -0.13 0.11 0.31
H -2.243 -1.157 0.262 -0.01 -0.01 -0.01 0.41
O 2.995 3.151 1.830 -0.42 0.69 -0.27 -0.19
C -0.218 -0.972 0.956 -0.15 -0.16 -0.05 -0.32
C -4.204 -4.920 -2.124 0.09 -0.01 0.11 -0.46
C -3.556 4.850 -3.258 -0.08 0.03 0.02 0.14
O -6.619 -3.272 -4.121 -0.03 0.01 -0.04 -0.61
C 5.339 -3.586 3.486 0.03 -0.09 0.01 0.16
C -1.302 -1.664 0.425 0.08 0.02 0.04 -0.63
C 6.220 -3.825 4.525 0.08 0.00 0.11 -0.41
H -4.675 -7.534 -4.928 -0.01 0.00 -0.01 0.37
O 1.414 1.654 1.232 0.13 0.32 0.02 -0.41
C -4.545 -6.802 -4.143 0.05 0.00 0.06 -0.32
C 5.729 -5.749 2.572 0.05 -0.01 0.06 -0.57
N 4.641 -2.291 3.431 0.00 -0.04 0.00 0.98
C 4.578 5.330 1.254 0.12 0.05 -0.02 -0.98
C -3.784 5.596 -2.116 0.00 0.07 0.11 -0.22
O -1.283 5.141 -3.039 0.05 0.05 0.00 -0.59
C 1.121 -2.964 0.840 0.12 0.01 0.05 -0.03
N -5.839 -3.436 -3.206 0.01 0.01 -0.01 1.02
O 1.228 -5.598 0.200 0.05 -0.02 0.02 -0.61
C -1.183 -3.005 0.099 -0.12 0.05 -0.03 -0.18
H -1.361 4.752 2.057 0.06 0.09 0.11 0.34
C 6.615 -6.012 3.608 -0.01 0.02 0.00 -0.42
H 4.837 4.286 -0.600 -0.11 -0.18 -0.04 0.40
F 0.880 5.507 3.540 -0.10 -0.20 -0.17 -0.40
C -5.886 4.469 -3.552 0.00 0.04 0.06 -0.40
C -0.383 4.890 0.098 0.09 -0.15 0.18 -0.84
O -1.993 4.020 -4.731 0.01 -0.01 -0.06 -0.61
C 1.722 2.654 1.807 -0.13 -0.67 -0.10 0.29
H -0.314 0.073 1.209 0.05 0.05 -0.02 0.43
C -5.091 5.780 -1.694 -0.04 -0.03 -0.04 -0.51
O 3.853 -2.116 2.523 -0.01 0.03 -0.05 -0.58
H -1.296 4.429 -0.280 0.05 0.14 -0.06 0.23
H 5.538 -6.497 1.815 -0.01 0.00 -0.01 0.39
H 7.552 -5.258 5.387 0.00 0.01 0.01 0.37
H -2.806 -6.299 -1.276 -0.02 0.01 -0.04 0.43
```
Forces are in eV/Å.

Results
SMILES string = CCNOC(=O)N[C@H](F)CC.O=[N+]([O-])c1ccccc1.O=[N+]([O-])c1ccccc1.O=[N+]([O-])c1ccccc1.O=[N+]([O-])c1ccccc1
HOMO = -9.66 eV
frontier orbital gap = 9.080 eV
LUMO energy = -0.582 eV
E = -2343.35869 Ha



[2]
ORCA calculation (ωB97M-V with the def2-TZVPD basis set) on a structure of composition CH4BrO3P in a non-equilibrium geometry.

XYZ file:
```
10
Properties=species:S:1:pos:R:3:forces:R:3:nbo_charge:R:1
P -0.237 -0.818 0.743 -2.49 -0.77 -0.50 1.55
H -1.565 -2.494 -0.287 0.52 0.24 -0.22 0.51
O -1.551 -1.800 0.379 0.98 0.60 0.89 -1.02
O 0.911 -1.436 -0.204 2.12 -0.62 0.10 -1.02
H 1.848 -1.286 0.151 -2.16 -0.34 -0.68 0.51
O -0.830 0.387 -0.261 2.26 2.74 -0.32 -0.82
C 0.022 1.693 -0.239 -1.26 -3.34 -0.07 -0.10
H 0.234 2.126 -1.217 -0.20 -0.72 -0.02 0.21
Br 1.747 1.279 0.596 0.21 1.48 -0.01 -0.02
H -0.579 2.348 0.338 0.01 0.72 0.83 0.20
```
Forces are in eV/Å.

Results
HOMO = -9.17 eV
frontier orbital gap = 9.519 eV
LUMO energy = 0.348 eV
E = -3181.61563 Ha